The following is a DFT calculation (ωB97M-V with the def2-TZVPD basis set) of the ion C25H26FN6O3 with charge +1.

CARTESIAN COORDINATES (ANGSTROEM)
F -1.06469 -0.40689 -1.50276
C -0.49860 -0.82676 -0.35513
C -1.10396 -1.85021 0.34689
C -0.52397 -2.29324 1.52165
C 0.64793 -1.71236 1.97673
C 1.23573 -0.68003 1.26878
C 0.66873 -0.21012 0.08799
C 1.30795 0.93863 -0.65651
C 1.21037 0.87000 -2.14256
N 0.67256 1.83682 -2.85956
N 0.80606 1.47604 -4.12744
N 1.39656 0.36869 -4.22278
N 1.68853 -0.06482 -2.99400
C 2.42053 -1.28431 -2.76919
C 1.54969 -2.39119 -2.22877
C 1.93020 -3.08490 -1.09260
C 1.16530 -4.13377 -0.58669
C 0.00910 -4.44390 -1.25859
C -0.38034 -3.74453 -2.40832
C 0.37460 -2.71801 -2.91623
H 0.07421 -2.19275 -3.80784
O -1.55917 -4.24488 -2.86270
C -1.88260 -5.32568 -2.01006
O -0.92347 -5.39127 -0.97095
H -1.87330 -6.26572 -2.58328
H -2.88274 -5.17160 -1.58020
H 1.46849 -4.68250 0.28777
H 2.84938 -2.82529 -0.59034
H 2.82330 -1.56589 -3.74670
H 3.24960 -1.08125 -2.08516
H 2.37096 0.97469 -0.37858
N 0.71088 2.26998 -0.26415
H 0.96512 2.91520 -1.03063
C 1.24187 2.78109 1.01715
C 0.69168 4.19567 1.28104
N -0.74188 4.27188 1.24641
C -1.26060 3.71814 0.02420
C -0.77430 2.28588 -0.24850
H -1.13739 1.95746 -1.22204
H -1.12549 1.61208 0.53473
H -2.34964 3.71790 0.06041
H -0.95077 4.36372 -0.80578
C -1.46560 3.96817 2.47028
C -1.52125 2.53008 2.89203
C -2.46908 1.56570 2.70173
C -1.98861 0.39718 3.34439
C -0.78577 0.73309 3.87890
O -0.48757 2.01653 3.60471
H -0.07588 0.18026 4.46001
H -2.48122 -0.55008 3.40767
H -3.40083 1.67552 2.18575
H -2.48849 4.32587 2.33513
H -1.00351 4.55114 3.27023
H 1.05264 4.53635 2.25170
H 1.08454 4.87522 0.51492
H 2.33176 2.81587 0.97138
H 0.93801 2.09846 1.81191
H 2.15288 -0.23903 1.63075
H 1.10874 -2.06563 2.88477
H -0.98252 -3.09672 2.07473
H -2.01467 -2.27997 -0.03668

Forces on atoms 1 to 6 (eV/Å):
F -0.0534 -0.0410 0.1017
C 0.0515 -0.0713 0.1861
C 0.0037 0.2020 -0.1397
C 0.1114 0.1620 -0.0338
C 0.0551 -0.0498 0.0501
C -0.1218 -0.0251 -0.0864

Its SMILES is Fc1ccccc1[C@@H](c1nnnn1Cc1ccc2c(c1)OCO2)[NH+]1CCN(Cc2ccco2)CC1. As for the strongest force on any atom: 0.0326 Eh/bohr. Its energy above the lowest of the compared OMol25 structures with the same formula, charge and spin is 4.7 kcal per mole. Its net charge is +1. Its total energy is -44139.423 eV. The value obtained for the frontier orbital gap is 8.23 eV.